Here is a cluster of 2 separate species, C2H5N2S in total from the Open Molecules 2025 dataset. Energies are from ωB97M-V/def2-TZVPD.

Each atom is followed by the atoms it is bonded to, with distances in Å.
Cartesian coordinates (Å):
1 C 2.187 0.349 0.059  C2 1.347, N3 1.178
2 C 1.013 -0.051 -0.467  C1 1.347, N4 1.347, H6 1.160
3 N 3.165 0.914 -0.274  C1 1.178, H9 0.979
4 N -0.197 0.480 -0.207  C2 1.347, H8 1.056, H10 1.043
5 S -3.315 -0.547 -0.051  H7 1.274
6 H 1.028 -1.056 -1.046  C2 1.160
7 H -3.383 0.127 -1.130  S5 1.274
8 H -0.442 1.204 0.522  N4 1.056
9 H 4.039 1.090 0.129  N3 0.979
10 H -1.121 0.032 -0.388  N4 1.043

As for the total energy: -586.497733 Ha. The energy relative to the best compared isomer or geometry (same formula, charge and spin) comes out at 339.8 kJ/mol. The LUMO energy (spin up / spin down) comes out at -0.23950 / -0.23462 hartree. The total charge is +1. The value obtained for the gap between HOMO and LUMO (spin up / spin down) is 0.28586 / 0.26694 hartree. As for the spin multiplicity: 1. For the HOMO energy (spin up / spin down), the calculation gives -0.525 / -0.502 Ha.